## 1
{
  "formula": "C3H4N2O3",
  "method": "ωB97M-V with the def2-TZVPD basis set",
  "symbols": ["O", "C", "N", "N", "C", "O", "C", "O", "H", "H", "H", "H"],
  "positions_angstrom": [[2.15773, 1.22947, -1.93381], [1.11245, 0.46922, -1.53071], [0.09864, 0.71382, -0.58409], [-0.36250, -0.24382, 0.33379], [0.39937, -0.05627, 1.58521], [0.09257, -0.83975, 2.50916], [-1.67669, -0.72642, -0.01011], [-2.61804, -0.97362, 0.88207], [0.89252, -0.78213, -1.82936], [0.30977, 1.64397, 0.23562], [1.40872, 0.54061, 1.55529], [-1.81454, -0.97508, -1.21306]],
  "total_charge": 0,
  "homo_lumo_gap_ev": 9.79,
  "e_homo_ev": -10.67
}

## 2
{
  "formula": "C3H4N2O3",
  "method": "ωB97M-V with the def2-TZVPD basis set",
  "symbols": ["C", "C", "C", "H", "H", "H", "H", "N", "N", "O", "O", "O"],
  "positions_angstrom": [[-1.62326, -0.13861, -0.13645], [-0.63957, -0.54357, 0.88539], [1.48998, -0.02488, -0.73385], [-2.17831, 0.93549, -0.14885], [-0.54641, -0.84382, 1.97706], [0.60439, 1.98298, -0.39335], [2.68036, 0.50084, -1.12074], [0.25664, 0.93128, -0.47791], [1.61910, -1.17711, -0.28161], [-2.04702, -0.87905, -0.95534], [-0.06233, 0.75924, 0.93664], [0.44644, -1.50278, 0.44900]],
  "total_charge": 0,
  "homo_lumo_gap_ev": 10.22,
  "e_homo_ev": -9.89
}

1 comes first in stability; the runner-up is 228.9 kJ/mol higher.

## 1
{
  "formula": "C3H2BrClF2",
  "method": "ωB97M-V with the def2-TZVPD basis set",
  "symbols": ["C", "C", "C", "F", "F", "Cl", "Br", "H", "H"],
  "positions_angstrom": [[-0.76103, 0.35445, -0.44536], [-0.13531, -0.18145, 0.89492], [0.67786, 0.24250, -0.23160], [-0.23606, 0.59018, 1.97022], [-0.20686, -1.46229, 1.23804], [1.20820, -1.78346, -1.20100], [2.09437, 1.25713, -0.86761], [-1.34038, -0.37347, -0.82426], [-1.30076, 1.35640, -0.53336]],
  "total_charge": 0,
  "homo_lumo_gap_ev": 8.87,
  "e_homo_ev": -10.31
}

## 2
{
  "formula": "C3H2BrClF2",
  "method": "ωB97M-V with the def2-TZVPD basis set",
  "symbols": ["C", "C", "C", "F", "F", "Cl", "Br", "H", "H"],
  "positions_angstrom": [[-0.70233, -0.57755, 0.28779], [-0.22552, 0.36877, -0.80013], [0.52457, 0.22673, 0.49201], [0.08298, -0.10236, -1.94034], [-0.88990, 1.59122, -0.92104], [0.77823, 1.59092, 1.44673], [2.63587, -1.34526, 0.67468], [-1.52334, -0.18879, 0.74579], [-0.68057, -1.56368, 0.01453]],
  "total_charge": 0,
  "homo_lumo_gap_ev": [7.88, 7.89],
  "e_homo_ev": [-10.16, -10.16]
}

1 comes first in stability; the runner-up is 7.6 kJ/mol higher.

## 1
{
  "formula": "C4H13N3O2",
  "method": "ωB97M-V with the def2-TZVPD basis set",
  "symbols": ["C", "C", "N", "O", "O", "H", "H", "H", "H", "H", "C", "C", "N", "N", "H", "H", "H", "H", "H", "H", "H", "H"],
  "positions_angstrom": [[-0.90061, 1.67764, 0.81474], [0.18169, -0.70832, -1.00923], [-0.60752, 2.29619, -0.35415], [1.52722, -0.68821, -1.35391], [-0.57123, 0.01714, -1.68781], [1.62593, -0.00838, -2.03737], [0.24843, 2.83893, -0.36598], [-0.71048, 1.62235, -1.15369], [-0.76472, 2.28426, 1.70548], [-1.77789, 1.04629, 0.77468], [-0.24188, -2.14247, -0.68310], [0.54862, 0.21831, 1.21867], [-1.61625, -2.30477, -0.25462], [1.84117, 0.83058, 1.13822], [1.82293, 1.82014, 1.35429], [-1.78309, -1.83235, 0.62640], [-2.24954, -1.92457, -0.95110], [2.24910, 0.75390, 0.21391], [0.42863, -2.52210, 0.09162], [-0.07477, -2.73408, -1.58908], [0.18823, 0.32316, 2.24314], [0.63602, -0.86365, 1.25889]],
  "total_charge": 0,
  "homo_lumo_gap_ev": 7.92,
  "e_homo_ev": -7.41
}

## 2
{
  "formula": "C4H13N3O2",
  "method": "ωB97M-V with the def2-TZVPD basis set",
  "symbols": ["C", "N", "C", "O", "C", "N", "N", "C", "O", "H", "H", "H", "H", "H", "H", "H", "H", "H", "H", "H", "H", "H"],
  "positions_angstrom": [[1.74071, -1.98079, -0.20454], [0.77914, -1.00920, 0.25310], [1.47011, 0.57588, 0.45442], [0.97587, 1.71334, 1.05951], [-0.23600, -0.74365, -0.71459], [-0.88965, 0.48704, -0.23433], [-1.42564, 1.37787, -1.19372], [-1.80297, 0.27194, 0.88954], [-1.92228, 1.40358, 1.69751], [2.19769, -1.70665, -1.17145], [2.53532, -2.06764, 0.53860], [1.27669, -2.96874, -0.31180], [2.29981, 0.26179, 1.08023], [1.83514, 0.78354, -0.56778], [0.28718, 2.07418, 0.47166], [-0.95241, -1.57890, -0.79926], [0.16694, -0.50536, -1.72185], [-2.29955, 1.01587, -1.58561], [-0.76254, 1.52000, -1.94657], [-2.81341, 0.06045, 0.51370], [-1.41372, -0.59445, 1.43966], [-1.04644, 1.60991, 2.05358]],
  "total_charge": 0,
  "homo_lumo_gap_ev": 9.47,
  "e_homo_ev": -8.59
}

1 comes first in stability; the runner-up is 17.6 kJ/mol higher.

## 1
{
  "formula": "C3H7NOS",
  "method": "ωB97M-V with the def2-TZVPD basis set",
  "symbols": ["N", "S", "O", "C", "C", "C", "H", "H", "H", "H", "H", "H", "H"],
  "positions_angstrom": [[0.26633, 1.96921, -2.24078], [-0.63014, 1.22974, -1.26084], [-1.83468, 1.93430, -0.98119], [0.22980, 0.69263, 0.33958], [-0.64557, -0.22275, 1.28713], [0.37888, -0.82289, 0.34283], [1.25703, 1.67982, -2.12739], [-1.06330, 0.03169, -1.66425], [0.99279, 1.42056, 0.47854], [-1.72755, -0.26004, 0.79588], [-0.59413, -0.40893, 2.39009], [1.26549, -1.26382, 0.80606], [0.27342, -1.59466, -0.48182]],
  "total_charge": 0,
  "homo_lumo_gap_ev": 10.63,
  "e_homo_ev": -9.90
}

## 2
{
  "formula": "C3H7NOS",
  "method": "ωB97M-V with the def2-TZVPD basis set",
  "symbols": ["C", "C", "C", "H", "H", "H", "H", "H", "H", "H", "N", "O", "S"],
  "positions_angstrom": [[1.78861, 0.68210, -0.48444], [0.41643, 0.67650, 0.33145], [-2.58699, -0.89122, -0.17902], [1.56751, -1.03486, 1.49057], [1.41366, 0.46483, -1.54466], [2.30415, 1.78411, -0.34784], [-0.14747, 1.58578, 0.18278], [0.73327, 0.54020, 1.44509], [-3.74395, -0.66408, -0.21417], [-2.25302, -1.88327, -0.75636], [-1.79083, -0.01453, 0.22458], [-0.42604, -0.31871, -0.15731], [2.72469, -0.92684, 0.00934]],
  "total_charge": 0,
  "homo_lumo_gap_ev": 8.85,
  "e_homo_ev": -9.05
}

1 comes first in stability; the runner-up is 114.8 kJ/mol higher.